The following is a DFT calculation (ωB97M-V with the def2-TZVPD basis set) of a 2-piece molecular cluster, C2H3BrN2S overall at a distorted geometry.

Computed properties:
HOMO (alpha / beta) = -0.314 / -0.338 hartree
DFT total energy = -85977.134 eV
Energy above the lowest of the compared OMol25 structures with the same formula, charge and spin = 275.49 kJ/mol
Orbital gap (alpha / beta) = 6.0 / 7.1 eV
Max |F| = 4.484 eV Å⁻¹

CARTESIAN COORDINATES (ANGSTROEM)
1 Br -3.596 -0.064 0.242
2 S -0.299 -1.295 -0.102
3 N -0.908 1.094 -0.977
4 N -0.027 1.328 -0.136
5 C -1.177 -0.272 -1.147
6 C 0.566 0.279 0.523
7 H -1.866 -0.609 -2.005
8 H 0.417 0.294 1.587
9 H 1.627 -0.052 0.058

Charges in e, computed with natural (NBO), in the same order as the atoms: number 1, Br, carries -0.46; number 2, S, carries 0.38; number 3, N, carries -0.13; number 4, N, carries -0.09; number 5, C, carries -0.16; number 6, C, carries -0.38; number 7, H, carries 0.30; number 8, H, carries 0.27; number 9, H, carries 0.28